No. 1
{"formula": "C41H37N4OP2S2V", "method": "wB97M-V/def2-TZVPD", "charge": 1, "e_lumo_ev": [-2.643, -2.659], "multiplicity": 2, "total_energy_ev": -117058.2567, "homo_ev": [-9.5, -9.2], "de_lowest_kj_mol": 25.3, "s2": 1.203, "species": ["V", "S", "S", "P", "P", "O", "N", "N", "N", "N", "C", "C", "C", "C", "C", "C", "C", "C", "C", "C", "C", "C", "C", "C", "C", "C", "C", "C", "C", "C", "C", "C", "C", "C", "C", "C", "C", "C", "C", "C", "C", "C", "C", "C", "C", "C", "C", "C", "C", "C", "C", "H", "H", "H", "H", "H", "H", "H", "H", "H", "H", "H", "H", "H", "H", "H", "H", "H", "H", "H", "H", "H", "H", "H", "H", "H", "H", "H", "H", "H", "H", "H", "H", "H", "H", "H", "H", "H"], "xyz": [[-0.696, 0.049, -0.638], [-2.689, 0.152, -1.981], [-2.690, -2.065, -4.068], [-2.272, 1.280, 0.773], [0.647, 0.820, 1.230], [-1.308, -2.092, 0.561], [1.094, -0.160, -1.072], [-1.710, -4.157, 1.363], [-0.632, -1.294, -2.692], [-2.499, -2.313, 2.501], [2.283, 2.614, -0.175], [4.304, 3.576, 0.698], [-1.903, -1.072, -2.860], [-0.166, -2.272, -3.557], [-4.547, -0.358, 0.540], [1.281, -0.606, 2.170], [6.242, -1.121, -2.113], [4.160, 2.826, 1.858], [-1.155, -2.817, -4.397], [-1.690, 1.696, 2.488], [-1.632, 4.505, -1.656], [2.131, -2.925, 3.466], [4.397, 0.420, -2.140], [-0.184, 1.901, 2.484], [-5.825, -0.793, 0.863], [2.514, -1.180, 1.859], [-3.524, 5.083, -0.301], [5.419, -2.118, -1.604], [5.731, 0.143, -2.377], [0.908, -2.356, 3.787], [2.203, -0.327, -1.350], [-1.539, 3.291, -0.996], [-0.863, -3.789, -5.344], [-4.726, 1.381, 2.184], [3.570, -0.582, -1.626], [4.086, -1.856, -1.354], [0.445, -4.224, -5.456], [3.362, 3.475, -0.313], [-1.824, -2.809, 1.419], [-2.444, 2.945, 0.008], [-3.430, 3.866, 0.358], [1.438, -3.691, -4.636], [-3.985, 0.747, 1.182], [1.145, -2.725, -3.692], [0.484, -1.204, 3.143], [3.081, 1.969, 2.000], [-6.013, 0.964, 2.482], [-2.636, 5.399, -1.318], [2.141, 1.845, 0.977], [2.936, -2.331, 2.505], [-6.569, -0.121, 1.820], [2.969, 1.386, 2.907], [-6.582, 1.489, 3.238], [5.148, 4.245, 0.589], [3.902, -2.759, 2.266], [-6.238, -1.660, 0.364], [-2.820, -1.366, 2.392], [1.929, -2.320, -3.074], [1.539, 2.547, -0.961], [-2.029, -4.761, 2.097], [4.885, 2.916, 2.656], [-1.160, -4.552, 0.622], [-3.115, -2.914, 3.022], [3.434, -2.620, -0.949], [-0.760, 2.590, -1.276], [5.819, -3.102, -1.399], [-1.640, -4.189, -5.982], [-1.981, 0.877, 3.150], [3.161, -0.710, 1.131], [2.460, -4.031, -4.748], [-4.149, 3.644, 1.131], [7.286, -1.331, -2.304], [0.053, 2.916, 2.159], [2.461, -3.821, 3.974], [-3.982, -0.868, -0.227], [0.699, -4.977, -6.190], [-2.195, 2.599, 2.832], [6.378, 0.916, -2.769], [0.286, -2.806, 4.551], [3.465, 4.075, -1.209], [3.991, 1.400, -2.349], [-7.576, -0.441, 2.053], [-0.929, 4.750, -2.441], [-4.309, 2.196, 2.759], [-0.478, -0.775, 3.391], [0.258, 1.749, 3.470], [-2.733, 6.333, -1.855], [-4.298, 5.786, -0.022]]}

=====

No. 2
{"formula": "C41H37NOP2PtS", "method": "wB97M-V/def2-TZVPD", "charge": 2, "e_lumo_ev": -6.093, "multiplicity": 1, "total_energy_ev": -79302.7200, "homo_ev": -13.8, "de_lowest_kj_mol": 0.0, "species": ["Pt", "S", "P", "P", "O", "N", "C", "C", "C", "C", "C", "C", "C", "C", "C", "C", "C", "C", "C", "C", "C", "C", "C", "C", "C", "C", "C", "C", "C", "C", "C", "C", "C", "C", "C", "C", "C", "C", "C", "C", "C", "C", "C", "C", "C", "C", "C", "H", "H", "H", "H", "H", "H", "H", "H", "H", "H", "H", "H", "H", "H", "H", "H", "H", "H", "H", "H", "H", "H", "H", "H", "H", "H", "H", "H", "H", "H", "H", "H", "H", "H", "H", "H", "H"], "xyz": [[0.264, 0.423, 0.578], [0.197, 2.885, 0.119], [-2.027, 0.719, 0.419], [2.451, 0.824, -0.208], [0.816, 3.986, 0.838], [0.083, -1.536, 0.961], [-2.933, -0.567, -0.450], [-3.042, -0.523, -1.841], [5.145, 2.635, 2.205], [2.231, -2.323, -2.825], [3.468, -1.773, -0.397], [1.001, 2.807, -1.482], [-2.440, 2.302, -0.323], [2.112, 1.976, -1.559], [5.227, 0.871, 0.049], [2.645, 2.936, -3.695], [-3.751, 0.992, 4.669], [4.002, 1.296, 0.566], [-3.477, -1.635, 0.263], [-3.723, 2.615, -0.763], [-2.395, 0.776, 4.488], [-1.489, 3.307, -0.263], [-4.591, 1.124, 3.568], [2.731, -0.778, -1.042], [6.403, 1.331, 0.618], [-1.871, 0.691, 3.205], [-3.720, -1.529, -2.512], [3.963, 2.184, 1.640], [-4.035, 3.933, -1.066], [-3.089, 4.941, -0.914], [-1.354, -4.474, 1.992], [2.942, 2.049, -2.674], [2.088, -1.070, -2.244], [-1.799, 4.637, -0.506], [3.002, -3.294, -2.203], [-0.236, -4.132, 0.998], [1.515, 3.743, -3.617], [-0.608, -4.565, -0.428], [6.362, 2.206, 1.696], [0.693, 3.696, -2.503], [-2.708, 0.817, 2.097], [1.092, -4.770, 1.437], [-4.154, -2.636, -0.417], [-4.075, 1.038, 2.288], [-4.279, -2.581, -1.799], [3.610, -3.020, -0.984], [-0.047, -2.673, 0.980], [3.137, -4.261, -2.671], [0.962, -5.851, 1.471], [-1.045, 5.404, -0.384], [-5.649, 1.297, 3.711], [-0.721, -5.649, -0.439], [-3.822, -1.487, -3.588], [1.493, -0.314, -2.741], [-4.740, 1.135, 1.439], [0.173, -4.289, -1.136], [1.888, -4.535, 0.733], [-3.354, 5.968, -1.124], [5.115, 3.317, 3.044], [3.011, 2.522, 2.036], [7.284, 2.553, 2.143], [-0.175, 4.337, -2.445], [-4.479, 1.845, -0.845], [-4.818, -3.361, -2.321], [1.751, -2.533, -3.772], [-3.389, -1.667, 1.342], [-1.441, -5.559, 2.045], [3.948, -1.565, 0.551], [-2.311, -4.067, 1.668], [-5.035, 4.180, -1.396], [7.354, 1.004, 0.219], [4.205, -3.779, -0.492], [1.277, 4.421, -4.426], [-2.604, 0.298, -2.397], [5.269, 0.184, -0.786], [-1.128, -4.100, 2.991], [3.819, 1.418, -2.736], [-1.548, -4.112, -0.746], [-0.808, 0.528, 3.074], [-1.741, 0.675, 5.344], [1.386, -4.427, 2.429], [-4.602, -3.454, 0.133], [3.296, 3.002, -4.556], [-4.159, 1.061, 5.668]]}

=====

No. 3
{"formula": "C41H38AsBBrF4FeN4O2", "method": "wB97M-V/def2-TZVPD", "e_lumo_ev": [-0.472, -2.141], "multiplicity": 6, "total_energy_ev": -230011.9641, "homo_ev": [-8.2, -8.3], "s2": 8.796, "species": ["Br", "As", "Fe", "F", "F", "F", "F", "O", "O", "N", "N", "N", "N", "C", "C", "C", "C", "C", "C", "C", "C", "C", "C", "C", "C", "C", "C", "C", "C", "C", "C", "C", "C", "C", "C", "C", "C", "C", "C", "C", "C", "C", "C", "C", "C", "C", "C", "C", "C", "C", "C", "C", "C", "C", "B", "H", "H", "H", "H", "H", "H", "H", "H", "H", "H", "H", "H", "H", "H", "H", "H", "H", "H", "H", "H", "H", "H", "H", "H", "H", "H", "H", "H", "H", "H", "H", "H", "H", "H", "H", "H", "H", "H"], "xyz": [[4.866, 5.561, 6.457], [-1.153, -1.539, 0.111], [1.790, -0.626, 1.300], [2.128, -4.015, 0.427], [2.452, -2.327, 1.960], [2.322, -4.527, 2.673], [0.447, -3.438, 1.897], [3.345, 0.771, 1.776], [1.563, 0.636, 3.032], [2.712, -0.551, -0.642], [4.782, 2.460, -8.730], [-0.148, -0.046, 0.709], [3.625, -0.226, -2.613], [-3.772, -0.362, -1.011], [4.584, 2.471, 3.724], [2.687, 1.149, 2.787], [4.591, 2.017, -7.688], [-1.058, 4.000, 0.400], [4.349, 1.458, -6.379], [5.336, 0.705, -5.750], [-0.479, 1.262, 0.589], [4.148, -1.412, -2.123], [3.874, 0.357, -3.884], [-2.261, -2.174, 1.588], [-4.674, 1.031, -4.448], [5.083, 3.462, 4.556], [-3.882, 0.422, -3.319], [2.886, 1.110, -4.505], [2.765, 0.241, -1.677], [2.342, 2.999, 4.419], [-1.655, -0.398, 3.345], [-1.808, -0.464, -2.425], [-2.669, -4.085, -0.048], [-2.546, 0.091, -3.467], [0.269, 3.569, 0.407], [3.578, -1.602, -0.910], [4.194, 4.217, 5.305], [-2.095, 3.072, 0.487], [-3.280, -2.226, 3.752], [-2.400, -1.616, 2.864], [-1.819, 1.724, 0.574], [-2.898, -3.381, 1.269], [3.217, 2.232, 3.662], [-4.944, -3.991, 4.420], [-0.357, -0.784, -2.697], [-3.759, -3.957, 2.195], [5.101, 0.161, -4.501], [3.127, 1.665, -5.748], [-3.985, -3.380, 3.434], [0.559, 2.228, 0.503], [2.826, 4.008, 5.238], [-4.563, -0.530, 0.265], [-4.470, 0.183, -2.085], [-2.411, -0.694, -1.176], [1.803, -3.684, 1.735], [-1.614, -4.347, -0.162], [0.302, -0.204, -2.050], [-2.621, 1.008, 0.672], [-5.509, 0.388, -4.729], [-5.516, 0.442, -1.943], [-5.090, 1.996, -4.153], [1.073, 4.291, 0.346], [4.840, -2.013, -2.685], [-5.802, -3.335, 4.581], [-2.065, 0.526, 2.931], [-1.281, 5.057, 0.334], [-4.917, -1.556, 0.377], [-2.059, 0.261, -4.422], [1.922, 1.246, -4.033], [-0.111, -0.555, -3.735], [-0.601, -0.430, 3.090], [1.280, 2.796, 4.363], [-3.991, -0.301, 1.161], [-4.260, -4.886, 1.938], [-3.404, -1.788, 4.738], [-4.465, -4.145, 5.388], [5.880, -0.399, -4.001], [3.704, -2.424, -0.227], [-3.254, -5.002, -0.097], [2.238, 1.176, -1.779], [-3.124, 3.407, 0.491], [-2.952, -3.467, -0.905], [-5.437, 0.121, 0.240], [1.591, 1.894, 0.503], [-5.316, -4.951, 4.066], [6.145, 3.650, 4.621], [2.361, 2.250, -6.239], [6.290, 0.557, -6.236], [-1.722, -0.329, 4.430], [5.251, 1.873, 3.118], [2.153, 4.621, 5.821], [-0.128, -1.836, -2.517], [-4.052, 1.185, -5.329]]}